[1]
BCsH4 | ωB97M-V with the def2-TZVPD basis set

Last column: Löwdin charge in e.
Positions of all 6 atoms, in Å:
1 Cs -2.79 0.13 -0.22  0.063
2 B 0.55 0.01 0.03  -0.550
3 H 0.57 0.59 -0.88  -0.099
4 H 1.45 0.05 0.62  -0.101
5 H -0.29 0.27 0.67  -0.209
6 H 0.51 -1.04 -0.23  -0.103

Values from the calculation:
Charge: -1
Spin multiplicity: 2
Orbital gap (spin up / spin down): 0.102 / 0.305 Ha
HOMO (spin up / spin down): -0.29 / -5.41 eV
<S²>: 0.750
Max |F|: 0.0887 hartree/bohr
DFT total energy: -47.2866 a.u.

=====

[2]
C2H6N2OS | ωB97M-V with the def2-TZVPD basis set

Last column: Löwdin charge in e.
Positions of all 12 atoms, in Å:
1 N -0.98 -0.91 -0.48  0.002
2 C 0.09 -0.78 0.54  -0.261
3 C 1.03 0.31 0.15  -0.909
4 S 2.61 0.15 -0.12  0.652
5 N 0.43 1.47 -0.08  -0.088
6 O -0.91 1.71 0.09  -0.037
7 H -0.53 -1.32 -1.31  0.105
8 H -1.74 -1.51 -0.17  0.095
9 H 0.63 -1.69 0.65  0.088
10 H -0.28 -0.50 1.55  0.139
11 H 0.94 2.22 -0.54  0.142
12 H -1.28 0.84 -0.26  0.071

Values from the calculation:
Charge: 0
Spin multiplicity: 1
Orbital gap: 0.332 Ha
HOMO: -8.46 eV
Max |F|: 0.0357 hartree/bohr
DFT total energy: -662.6825 a.u.
SMILES: NCC(=S)NO

=====

[3]
C39H40AsNPRuSbSe2Te2 | ωB97M-V with the def2-TZVPD basis set

Last column: Löwdin charge in e.
Positions of all 88 atoms, in Å:
1 Ru -1.39 0.09 -0.77  0.055
2 N -3.89 1.92 1.10  0.074
3 C -3.11 2.56 2.08  -0.316
4 C -3.77 3.04 3.23  -0.034
5 C -3.07 3.66 4.25  -0.068
6 C -1.70 3.83 4.15  -0.072
7 C -1.05 3.34 3.04  -0.099
8 C -1.72 2.68 2.00  -0.303
9 P -0.64 1.98 0.67  0.959
10 C 0.13 3.46 -0.07  -0.429
11 C -0.36 4.74 0.14  -0.091
12 C 0.22 5.83 -0.51  -0.058
13 C 1.29 5.64 -1.37  -0.062
14 C 1.78 4.36 -1.60  -0.071
15 C 1.20 3.27 -0.96  -0.197
16 C 0.67 1.26 1.75  -0.380
17 C 0.25 0.28 2.66  -0.120
18 C 1.14 -0.25 3.58  -0.093
19 C 2.46 0.17 3.60  -0.081
20 C 2.89 1.11 2.68  -0.060
21 C 2.00 1.66 1.76  -0.083
22 H -4.87 2.06 1.26  0.090
23 H -3.68 2.23 0.16  -0.015
24 H -4.85 2.93 3.30  0.115
25 H -3.61 4.02 5.11  0.112
26 H -1.15 4.33 4.94  0.110
27 H 0.03 3.45 2.98  0.113
28 H -1.20 4.90 0.80  0.106
29 H -0.18 6.82 -0.35  0.113
30 H 1.73 6.48 -1.88  0.111
31 H 2.60 4.20 -2.28  0.106
32 H 1.56 2.27 -1.17  0.070
33 H -0.79 -0.03 2.67  0.085
34 H 0.79 -0.98 4.30  0.114
35 H 3.15 -0.23 4.33  0.112
36 H 3.93 1.44 2.69  0.112
37 H 2.35 2.42 1.08  0.096
38 Se -3.28 3.57 -2.26  -0.001
39 Te -1.36 2.28 -2.87  0.294
40 Te -2.46 0.65 -4.79  0.355
41 Se -2.38 -1.11 -3.12  -0.071
42 C -3.09 -3.16 -0.09  -0.304
43 As -3.26 -1.26 0.28  0.930
44 C -5.10 -1.02 -0.28  -0.289
45 C -3.43 -1.35 2.21  -0.290
46 H -3.97 -3.68 0.27  0.035
47 H -2.21 -3.56 0.41  0.019
48 H -2.98 -3.34 -1.16  0.000
49 H -5.73 -1.72 0.28  0.036
50 H -5.16 -1.26 -1.34  0.016
51 H -5.44 -0.01 -0.12  0.010
52 H -4.18 -2.10 2.46  0.035
53 H -3.71 -0.38 2.61  0.013
54 H -2.47 -1.65 2.63  0.015
55 C 4.61 -3.61 1.35  -0.073
56 C 4.57 -3.43 -0.03  -0.067
57 C 3.47 -2.83 -0.63  -0.123
58 C 2.40 -2.39 0.16  -0.381
59 C 2.44 -2.58 1.53  -0.131
60 C 3.54 -3.19 2.13  -0.077
61 Sb 0.70 -1.61 -0.86  1.443
62 C 0.35 -3.42 -1.93  -0.392
63 C 0.12 -3.52 -3.30  -0.163
64 C -0.17 -4.75 -3.88  -0.074
65 C -0.25 -5.89 -3.09  -0.075
66 C -0.02 -5.80 -1.72  -0.074
67 C 0.28 -4.57 -1.15  -0.148
68 C 1.84 -0.38 -2.21  -0.379
69 C 1.46 -0.10 -3.52  -0.170
70 C 2.19 0.80 -4.29  -0.079
71 C 3.30 1.43 -3.76  -0.079
72 C 3.69 1.16 -2.45  -0.083
73 C 2.96 0.26 -1.68  -0.157
74 H 5.46 -4.08 1.81  0.108
75 H 5.40 -3.76 -0.65  0.109
76 H 3.46 -2.70 -1.71  0.106
77 H 1.61 -2.24 2.15  0.073
78 H 3.57 -3.33 3.21  0.108
79 H 0.20 -2.65 -3.94  0.062
80 H -0.33 -4.82 -4.95  0.109
81 H -0.47 -6.85 -3.54  0.108
82 H -0.06 -6.69 -1.10  0.108
83 H 0.49 -4.53 -0.08  0.095
84 H 0.59 -0.58 -3.96  0.040
85 H 1.89 0.99 -5.32  0.111
86 H 3.88 2.12 -4.36  0.110
87 H 4.57 1.64 -2.04  0.114
88 H 3.29 0.05 -0.67  0.094

Values from the calculation:
Charge: +1
Spin multiplicity: 6
Orbital gap (spin up / spin down): 0.221 / 0.203 Ha
HOMO (spin up / spin down): -9.26 / -10.44 eV
<S²>: 8.782
Max |F|: 0.0135 hartree/bohr
DFT total energy: -9815.8278 a.u.